45
Properties=species:S:1:pos:R:3 method="wB97M-V/def2-TZVPD" lumo_ha="0.1811 / 0.1804" multiplicity=5 relative_energy_kcal_mol=0.0 e_tot_ev=-82331.4382 charge=-2
Cr 0.27 0.05 -0.23
N 1.21 0.22 1.73
C 0.48 -0.59 2.72
C -0.92 -1.01 2.25
O -1.73 -1.43 3.10
N -1.07 -0.90 0.95
C -2.33 -1.20 0.32
C -2.33 -0.72 -1.14
O -3.35 -0.87 -1.81
O -1.27 -0.09 -1.54
H 2.18 -0.07 1.65
H 1.22 1.21 1.98
H 0.38 -0.08 3.68
H 1.05 -1.51 2.89
H -3.18 -0.73 0.83
H -2.56 -2.27 0.30
F 0.08 1.86 -3.19
C 0.58 2.95 -2.61
F 0.93 3.81 -3.60
F -0.41 3.54 -1.92
C 1.76 2.58 -1.65
O 1.42 1.65 -0.77
C 2.19 3.87 -0.87
F 2.41 4.95 -1.66
F 3.33 3.66 -0.18
F 1.26 4.23 0.02
C 2.97 2.09 -2.51
F 3.54 3.06 -3.27
F 3.95 1.61 -1.73
F 2.61 1.10 -3.33
C 1.74 -1.73 -1.11
C 2.50 -2.13 -0.03
C 3.75 -1.50 0.32
C 4.47 -1.86 1.42
C 4.04 -2.89 2.28
C 2.83 -3.54 1.96
C 2.09 -3.18 0.87
C 4.82 -3.28 3.42
N 5.45 -3.59 4.33
H 0.91 -2.35 -1.43
H 2.18 -1.08 -1.86
H 4.11 -0.70 -0.32
H 5.40 -1.35 1.64
H 2.46 -4.33 2.61
H 1.15 -3.69 0.67

=====

59
Properties=species:S:1:pos:R:3 method="wB97M-V/def2-TZVPD" lumo_ha=-0.0281 multiplicity=1 relative_energy_kcal_mol=83.6 e_tot_ev=-50294.7295 charge=0
N -1.08 -0.91 1.16
C -0.02 -1.37 1.11
C 1.20 -2.06 1.02
C 2.28 -1.90 1.83
C 2.51 -0.94 2.88
C 1.62 0.09 3.19
C 1.93 1.00 4.19
C 3.11 0.89 4.89
C 4.00 -0.13 4.60
C 3.71 -1.03 3.60
H 4.41 -1.83 3.37
H 4.93 -0.22 5.15
H 3.35 1.60 5.67
H 1.24 1.80 4.41
H 0.70 0.19 2.65
H 3.10 -2.59 1.63
C 1.25 -3.14 -0.02
O 1.78 -4.21 0.18
N 0.60 -2.86 -1.18
C 0.17 -1.61 -1.65
C 0.93 -0.47 -1.42
C 0.50 0.75 -1.90
C -0.65 0.85 -2.66
C -1.40 -0.28 -2.91
C -1.03 -1.53 -2.40
N -1.73 -2.70 -2.62
C -2.29 -3.40 -1.47
C -3.76 -2.94 -1.39
C -4.11 -2.52 -2.83
H -4.92 -3.11 -3.25
C -2.80 -2.75 -3.61
H -2.63 -2.05 -4.42
H -2.79 -3.76 -4.02
H -4.40 -1.47 -2.86
H -3.85 -2.10 -0.71
H -4.40 -3.74 -1.03
H -2.23 -4.47 -1.65
H -1.75 -3.16 -0.55
H -2.30 -0.19 -3.49
H -0.95 1.82 -3.03
S 1.45 2.20 -1.50
O 2.57 1.82 -0.69
O 1.70 2.97 -2.69
N 0.32 3.07 -0.59
C 0.07 2.44 0.69
H -0.26 1.42 0.51
C -1.02 3.23 1.42
H -1.17 2.83 2.43
O -0.66 4.58 1.58
C -0.41 5.18 0.33
H -0.12 6.22 0.55
C 0.71 4.46 -0.41
H 0.87 4.88 -1.41
H 1.65 4.53 0.16
H -1.32 5.17 -0.28
H -1.95 3.15 0.85
H 0.99 2.42 1.29
H 1.86 -0.51 -0.89
H 0.48 -3.64 -1.82

=====

156
Properties=species:S:1:pos:R:3 method="wB97M-V/def2-TZVPD" lumo_ha=-0.0068 multiplicity=1 relative_energy_kcal_mol=0.0 e_tot_ev=-203740.3620 smiles="CCOS(C)(=O)=O.CCOS(C)(=O)=O.CCOS(C)(=O)=O.CCOS(C)(=O)=O.CCOS(C)(=O)=O.CCOS(C)(=O)=O.CCOS(C)(=O)=O.COP(=O)(OC)OC.COP(=O)(OC)OC.COP(=O)(OC)OC" charge=0
O -0.96 2.46 -0.69
S -0.83 3.81 -0.21
O -0.56 4.89 -1.11
O -2.25 4.15 0.53
C -2.59 5.52 0.79
C -3.94 5.46 1.51
C 0.24 3.87 1.20
H -2.72 6.01 -0.18
H -1.83 6.09 1.32
H -4.73 5.15 0.83
H -4.20 6.45 1.90
H -3.83 4.78 2.35
H 0.30 4.83 1.69
H 1.24 3.65 0.84
H -0.08 3.07 1.87
O -1.85 -0.91 -2.70
S -2.57 -1.05 -3.94
O -3.02 -2.34 -4.41
O -3.84 -0.02 -3.92
C -3.80 1.00 -2.90
C -4.82 2.04 -3.32
C -1.65 -0.24 -5.24
H -2.82 1.47 -2.86
H -3.97 0.61 -1.90
H -4.79 2.88 -2.63
H -5.81 1.59 -3.25
H -4.58 2.45 -4.30
H -0.63 -0.62 -5.21
H -1.68 0.83 -5.11
H -2.13 -0.43 -6.20
O 5.88 3.00 -2.61
S 5.65 1.70 -3.19
O 4.95 0.68 -2.47
O 4.93 1.95 -4.64
C 4.49 0.82 -5.36
C 2.96 0.68 -5.42
C 7.22 1.06 -3.75
H 4.92 -0.11 -4.97
H 4.87 0.81 -6.39
H 2.63 1.38 -6.20
H 2.40 0.87 -4.51
H 2.78 -0.34 -5.77
H 7.02 0.09 -4.20
H 7.78 0.94 -2.82
H 7.73 1.80 -4.35
O 2.14 -4.07 -3.48
S 1.72 -3.25 -4.60
O 0.93 -2.06 -4.40
O 3.07 -2.78 -5.41
C 3.82 -3.81 -6.07
C 5.19 -3.24 -6.31
C 0.92 -4.34 -5.78
H 3.36 -4.21 -6.98
H 3.86 -4.65 -5.37
H 5.86 -4.03 -6.64
H 5.58 -2.74 -5.43
H 5.07 -2.46 -7.06
H 1.38 -5.32 -5.75
H 1.02 -3.92 -6.77
H -0.13 -4.39 -5.50
O 6.97 2.08 0.54
S 5.85 2.13 1.44
O 5.56 1.14 2.45
O 5.88 3.51 2.27
C 6.51 4.66 1.68
C 6.30 5.83 2.60
C 4.40 2.41 0.45
H 6.07 4.79 0.69
H 7.57 4.48 1.49
H 6.81 5.81 3.56
H 5.22 5.97 2.74
H 6.49 6.79 2.11
H 4.55 3.37 -0.04
H 3.49 2.47 1.05
H 4.17 1.68 -0.32
O -0.09 -3.16 4.14
S 1.17 -3.70 3.63
O 1.82 -4.74 4.36
O 0.91 -4.13 2.09
C 1.90 -4.94 1.42
C 1.95 -4.54 -0.04
C 2.31 -2.33 3.29
H 1.43 -5.93 1.45
H 2.89 -4.97 1.87
H 0.99 -4.49 -0.56
H 2.58 -5.28 -0.53
H 2.33 -3.52 -0.14
H 3.11 -2.72 2.67
H 2.58 -1.98 4.28
H 1.72 -1.67 2.66
O 1.35 1.06 0.36
S 1.60 -0.29 -0.10
O 2.86 -0.92 0.22
O 0.42 -1.26 0.43
C -0.90 -0.72 0.42
C -1.35 -0.30 1.81
C 1.28 -0.38 -1.90
H -1.61 -1.43 -0.01
H -0.92 0.10 -0.29
H -0.50 0.20 2.28
H -1.59 -1.18 2.42
H -2.22 0.35 1.75
H 2.27 -0.39 -2.35
H 0.62 0.48 -2.07
H 0.77 -1.33 -2.04
C -7.98 -0.08 3.72
O -7.45 1.23 3.79
P -5.87 1.39 3.95
O -5.48 2.73 4.43
O -5.31 0.92 2.51
C -5.11 1.94 1.49
O -5.43 0.22 4.92
C -4.26 -0.59 4.83
H -8.26 -0.45 4.71
H -7.28 -0.80 3.29
H -8.91 -0.12 3.16
H -4.02 1.99 1.42
H -5.50 2.89 1.84
H -5.63 1.66 0.59
H -3.51 -0.15 5.49
H -3.84 -0.46 3.83
H -4.43 -1.66 4.98
C -0.57 -0.85 6.16
O -0.12 0.44 6.56
P 0.30 1.41 5.36
O 0.85 2.73 5.71
O 1.33 0.53 4.53
C 2.04 1.12 3.46
O -1.04 1.51 4.48
C -1.98 2.56 4.77
H -0.98 -0.88 5.14
H -1.45 -1.17 6.73
H 0.22 -1.57 6.34
H 1.77 2.12 3.13
H 2.10 0.47 2.58
H 3.09 1.17 3.77
H -2.80 2.06 5.29
H -2.31 2.94 3.80
H -1.63 3.43 5.32
C -2.06 -4.12 -1.42
O -3.28 -3.47 -1.07
P -4.29 -4.07 0.00
O -4.43 -5.54 0.05
O -3.79 -3.37 1.36
C -2.63 -3.88 2.03
O -5.63 -3.30 -0.27
C -5.73 -1.87 -0.36
H -1.21 -3.71 -0.88
H -1.90 -3.97 -2.49
H -2.17 -5.19 -1.21
H -1.77 -3.63 1.41
H -2.72 -4.96 2.19
H -2.47 -3.46 3.02
H -6.73 -1.64 0.01
H -5.62 -1.65 -1.42
H -4.97 -1.32 0.20

=====

21
Properties=species:S:1:pos:R:3 method="wB97M-V/def2-TZVPD" lumo_ha="-0.0294 / -0.0963" multiplicity=2 relative_energy_kcal_mol=22.2 e_tot_ev=-15046.1083 charge=0
C 0.14 0.52 0.34
C -0.91 1.38 -0.06
C -1.80 1.98 0.90
O -2.66 2.80 0.62
C 1.48 0.90 -0.13
H 1.57 1.15 -1.20
C 2.58 0.51 0.54
H 2.49 0.36 1.62
C 3.82 -0.04 -0.10
H 3.79 0.06 -1.19
H 3.95 -1.10 0.16
H 4.70 0.49 0.28
H -1.03 1.65 -1.11
H -1.65 1.67 1.96
H 0.12 0.26 1.41
C 0.42 -1.59 -0.47
H 0.85 -1.58 -1.47
H 0.94 -2.11 0.34
N -0.98 -1.90 -0.50
O -1.62 -1.51 -1.47
O -1.49 -2.31 0.53